This record from the OMol25 dataset describes a 2-piece molecular cluster, C4H10OS overall. The level of theory is ωB97M-V/def2-TZVPD.

Energy relative to the best compared isomer or geometry (same formula, charge and spin)   404.4 kJ/mol
HOMO energy   -8.58 eV
Kohn-Sham gap   9.2 eV
LUMO energy   0.636 eV

CARTESIAN COORDINATES (ANGSTROEM)
C  2.32115  -0.07845  0.28762
H  1.99453  -1.77745  -0.95350
H  -1.54183  0.63630  0.67356
C  -3.63200  -0.04453  1.28000
C  1.93375  0.97383  1.28628
H  1.01699  0.67748  1.99584
H  0.42099  -0.88626  -0.29125
H  -4.26125  -0.92092  1.11514
O  -2.58102  0.79359  -1.20175
H  2.79378  1.08561  1.96697
H  3.46707  -0.09186  0.14070
C  1.52843  -1.04244  -0.26556
H  -3.97727  0.91886  1.54704
S  -2.43014  -0.19030  0.16203
H  -2.99638  0.55385  -2.12543
H  1.72205  1.84984  0.71125